Here is a 12-piece molecular cluster, C30H87N3O12 overall at a distorted geometry from the OMol25 dataset. Energies are from ωB97M-V/def2-TZVPD.

## Properties
**Molar mass**: 682.03 g mol⁻¹
**Gap between HOMO and LUMO**: 9.5 eV
**HOMO**: -9.177 eV
**E**: -61557.0115 eV
**Relative energy (zero: lowest compared OMol25 entry of this formula, charge and spin)**: 35.5 kcal per mole
**SMILES string**: COC[C@H](C)N.COC[C@H](C)N.COC[C@H](C)N.CCO.CCO.CCO.CCO.CCO.CCO.CCO.CCO.CCO

Cartesian coordinates (Å):
1 C -1.909 0.977 -0.926
2 O -1.009 -0.005 -0.433
3 C 0.332 0.314 -0.806
4 C 1.240 -0.667 -0.083
5 C 1.244 -0.381 1.417
6 N 2.583 -0.636 -0.657
7 H -2.900 0.702 -0.559
8 H -1.999 1.047 -2.011
9 H -1.630 1.932 -0.475
10 H 0.423 0.225 -1.894
11 H 0.558 1.352 -0.532
12 H 0.838 -1.665 -0.269
13 H 1.877 -1.117 1.934
14 H 0.290 -0.663 1.874
15 H 1.577 0.615 1.705
16 H 3.019 0.263 -0.462
17 H 3.138 -1.390 -0.267
18 C -1.029 -2.017 -3.604
19 O -1.040 -0.911 -4.479
20 C -2.086 -0.871 -5.428
21 C -3.223 0.015 -4.969
22 C -4.275 0.205 -6.049
23 N -2.708 1.353 -4.584
24 H -0.942 -2.974 -4.125
25 H -1.903 -2.031 -2.944
26 H -0.144 -1.883 -2.984
27 H -1.685 -0.514 -6.384
28 H -2.404 -1.900 -5.649
29 H -3.729 -0.439 -4.112
30 H -3.966 0.870 -6.854
31 H -5.160 0.676 -5.610
32 H -4.649 -0.750 -6.427
33 H -2.182 1.827 -5.316
34 H -1.948 1.061 -3.961
35 C 3.887 -1.941 4.888
36 O 2.986 -1.061 5.522
37 C 2.023 -1.746 6.296
38 C 0.816 -2.259 5.513
39 C 0.107 -1.144 4.750
40 N -0.179 -2.887 6.398
41 H 4.716 -1.363 4.486
42 H 3.385 -2.477 4.070
43 H 4.257 -2.719 5.565
44 H 2.467 -2.611 6.806
45 H 1.723 -1.071 7.099
46 H 1.098 -2.966 4.730
47 H 0.837 -0.573 4.171
48 H -0.372 -0.401 5.395
49 H -0.668 -1.516 4.081
50 H -0.395 -2.248 7.163
51 H 0.284 -3.653 6.894
52 C -4.512 -1.431 0.839
53 C -4.129 -2.267 -0.376
54 O -5.277 -3.057 -0.703
55 H -4.898 -2.120 1.596
56 H -5.197 -0.581 0.830
57 H -3.617 -1.034 1.338
58 H -3.335 -2.948 -0.086
59 H -3.906 -1.623 -1.236
60 H -5.978 -2.479 -1.016
61 C -0.788 3.620 -3.049
62 C -0.572 5.049 -3.521
63 O -0.930 5.961 -2.477
64 H -0.602 2.927 -3.871
65 H -1.859 3.609 -2.829
66 H -0.210 3.434 -2.148
67 H -1.120 5.265 -4.437
68 H 0.481 5.313 -3.698
69 H -0.308 5.852 -1.737
70 C 4.958 0.696 1.459
71 C 4.433 2.082 1.145
72 O 3.654 2.158 -0.031
73 H 5.581 0.599 2.351
74 H 5.601 0.310 0.662
75 H 4.174 -0.051 1.593
76 H 5.314 2.741 1.066
77 H 4.001 2.528 2.055
78 H 3.900 2.993 -0.435
79 C 5.202 0.927 -4.451
80 C 4.592 0.244 -3.230
81 O 3.238 -0.064 -3.464
82 H 5.069 0.243 -5.287
83 H 6.251 1.091 -4.200
84 H 4.738 1.900 -4.602
85 H 4.693 0.904 -2.357
86 H 5.161 -0.673 -3.028
87 H 2.851 -0.433 -2.646
88 C -5.751 2.196 -0.951
89 C -5.276 1.776 -2.314
90 O -4.705 2.895 -2.995
91 H -6.295 1.392 -0.450
92 H -6.495 2.986 -1.097
93 H -4.986 2.583 -0.280
94 H -6.121 1.428 -2.917
95 H -4.476 1.027 -2.272
96 H -4.155 2.572 -3.726
97 C -1.917 1.197 2.675
98 C -3.031 1.400 3.674
99 O -2.594 2.361 4.653
100 H -2.124 0.367 1.989
101 H -0.912 1.025 3.051
102 H -1.841 1.997 1.930
103 H -3.208 0.484 4.251
104 H -3.958 1.689 3.169
105 H -2.917 2.072 5.508
106 C 0.375 4.101 0.794
107 C 1.520 4.579 -0.041
108 O 1.128 5.850 -0.609
109 H -0.547 4.119 0.204
110 H 0.216 4.857 1.568
111 H 0.442 3.108 1.233
112 H 1.714 3.959 -0.924
113 H 2.463 4.663 0.506
114 H 1.853 6.479 -0.610
115 C -0.798 -3.504 1.591
116 C 0.357 -4.344 2.160
117 O -0.185 -5.388 2.988
118 H -0.466 -2.839 0.797
119 H -1.287 -2.960 2.401
120 H -1.554 -4.181 1.191
121 H 0.990 -3.729 2.809
122 H 0.952 -4.857 1.409
123 H -0.665 -4.932 3.692
124 C 4.037 -5.136 0.628
125 C 3.602 -3.710 0.964
126 O 4.451 -2.719 0.388
127 H 3.356 -5.878 1.052
128 H 4.961 -5.395 1.157
129 H 4.097 -5.218 -0.454
130 H 3.577 -3.524 2.040
131 H 2.612 -3.649 0.512
132 H 5.338 -2.872 0.731